Run i
{
  "formula": "C3H5NO",
  "method": "the ωB97M-V functional and the def2-TZVPD basis",
  "homo_lumo_gap_ha": [0.316, 0.304],
  "homo_ev": [-9.6, -9.2],
  "lumo_energy_ev": [-1.042, -0.924],
  "elements": ["O", "C", "C", "C", "N", "H", "H", "H", "H", "H"],
  "xyz": [[1.701, -0.371, 1.578], [1.284, -0.349, 0.484], [0.220, 0.578, -0.384], [-0.706, -0.608, -0.401], [-0.504, 1.619, 0.038], [0.730, -1.347, -0.179], [0.696, 0.718, -1.361], [-1.338, -0.766, -1.277], [-1.184, -0.876, 0.543], [-0.899, 1.402, 0.957]],
  "lowdin_charge": [0.124, -0.201, -0.576, 0.034, 0.130, 0.149, 0.132, 0.075, 0.084, 0.048]
}

***

Run ii
{
  "formula": "C3H5NO",
  "method": "the ωB97M-V functional and the def2-TZVPD basis",
  "smiles": "N#CCCO",
  "homo_lumo_gap_ha": 0.419,
  "homo_ev": -10.9,
  "lumo_energy_ev": 0.538,
  "elements": ["N", "C", "C", "C", "O", "H", "H", "H", "H", "H"],
  "xyz": [[-0.501, 1.552, -1.463], [0.220, 0.716, -0.991], [1.054, -0.085, -0.084], [0.125, -1.135, 0.654], [-0.975, -0.608, 1.254], [1.747, -0.523, -0.706], [1.495, 0.560, 0.645], [-0.434, -1.649, -0.246], [0.818, -1.787, 1.320], [-0.713, 0.416, 1.725]],
  "lowdin_charge": [0.137, -0.215, -0.165, -0.338, -0.128, 0.081, 0.108, 0.154, 0.138, 0.229]
}

***

Run iii
{
  "formula": "C3H5NO",
  "method": "the ωB97M-V functional and the def2-TZVPD basis",
  "smiles": "N/C=C/C=O",
  "homo_lumo_gap_ha": 0.352,
  "homo_ev": -9.3,
  "lumo_energy_ev": 0.273,
  "elements": ["N", "C", "C", "C", "O", "H", "H", "H", "H", "H"],
  "xyz": [[-1.302, -0.260, -1.483], [-0.139, 0.058, -0.724], [0.059, 0.152, 0.568], [1.306, -0.024, 1.374], [2.492, 0.282, 1.005], [-1.414, 0.415, -2.383], [-2.249, -0.410, -0.985], [0.678, 0.361, -1.484], [-0.505, -0.248, 1.608], [1.074, -0.326, 2.504]],
  "lowdin_charge": [-0.005, -0.232, -0.126, -0.281, -0.043, 0.149, 0.118, 0.154, 0.139, 0.127]
}

***

Run iv
{
  "formula": "C3H5NO",
  "method": "the ωB97M-V functional and the def2-TZVPD basis",
  "smiles": "C1=NOCC1",
  "homo_lumo_gap_ha": 0.384,
  "homo_ev": -9.5,
  "lumo_energy_ev": 0.911,
  "elements": ["C", "N", "O", "C", "C", "H", "H", "H", "H", "H"],
  "xyz": [[-0.850, -0.089, -0.962], [-1.333, 0.949, -0.530], [-0.532, 1.336, 0.677], [0.390, 0.388, 0.908], [0.394, -0.548, -0.352], [-1.326, -0.497, -1.752], [0.077, -0.161, 1.914], [1.582, 0.561, 1.119], [0.502, -1.781, -0.072], [1.097, -0.159, -0.950]],
  "lowdin_charge": [-0.207, 0.140, -0.126, -0.301, -0.131, 0.089, 0.134, 0.154, 0.193, 0.055]
}

***

Verdict on stability: run ii comes out on top.

***

Run i
{
  "formula": "C6H16",
  "method": "the ωB97M-V functional and the def2-TZVPD basis",
  "smiles": "CCC.CCC",
  "homo_lumo_gap_ha": 0.456,
  "homo_ev": -11.3,
  "lumo_energy_ev": 1.118,
  "elements": ["C", "C", "C", "H", "H", "H", "H", "H", "H", "H", "H", "C", "C", "C", "H", "H", "H", "H", "H", "H", "H", "H"],
  "xyz": [[-1.342, -1.914, -0.522], [0.177, -1.711, -0.493], [0.863, -3.073, -0.344], [-1.608, -2.457, -1.429], [-1.876, -0.959, -0.507], [-1.655, -2.412, 0.398], [0.450, -1.226, -1.429], [0.430, -1.090, 0.363], [1.907, -2.960, -0.052], [0.401, -3.617, 0.484], [0.808, -3.647, -1.266], [-1.164, 2.198, 0.490], [0.258, 1.678, 0.521], [1.266, 2.818, 0.334], [-1.457, 2.464, -0.530], [-1.940, 1.476, 0.773], [-1.382, 3.097, 1.073], [0.466, 1.163, 1.457], [0.376, 0.983, -0.299], [1.629, 3.253, 1.267], [2.190, 2.472, -0.144], [0.839, 3.602, -0.294]],
  "lowdin_charge": [-0.122, -0.329, -0.124, 0.073, 0.056, 0.071, 0.098, 0.077, 0.064, 0.069, 0.070, -0.137, -0.320, -0.120, 0.072, 0.062, 0.071, 0.099, 0.070, 0.067, 0.066, 0.068]
}

***

Run ii
{
  "formula": "C6H16",
  "method": "the ωB97M-V functional and the def2-TZVPD basis",
  "smiles": "CC(C)C.CC",
  "homo_lumo_gap_ha": 0.445,
  "homo_ev": -11.0,
  "lumo_energy_ev": 1.097,
  "elements": ["C", "C", "C", "C", "H", "H", "H", "H", "H", "H", "H", "H", "H", "H", "C", "C", "H", "H", "H", "H", "H", "H"],
  "xyz": [[-1.098, -0.503, -0.990], [-0.608, -0.898, 0.384], [-1.426, -0.116, 1.453], [-0.754, -2.390, 0.623], [-1.040, 0.549, -1.229], [-2.122, -0.875, -1.096], [-0.558, -1.021, -1.793], [0.419, -0.579, 0.559], [-1.201, 0.946, 1.328], [-2.481, -0.215, 1.190], [-1.165, -0.496, 2.437], [-0.270, -2.936, -0.191], [-0.394, -2.730, 1.593], [-1.822, -2.636, 0.599], [1.187, 1.983, -1.063], [2.359, 1.510, -0.146], [0.300, 1.821, -0.472], [1.284, 3.057, -1.216], [1.310, 1.467, -2.008], [3.261, 2.041, -0.465], [2.238, 1.540, 0.931], [2.581, 0.479, -0.426]],
  "lowdin_charge": [-0.105, -0.500, -0.078, -0.093, 0.048, 0.082, 0.082, 0.108, 0.066, 0.076, 0.073, 0.076, 0.075, 0.081, -0.150, -0.164, 0.027, 0.060, 0.069, 0.057, 0.058, 0.052]
}

***

Verdict on stability: run i comes out on top.

***

Run i
{
  "formula": "C6H16",
  "method": "the ωB97M-V functional and the def2-TZVPD basis",
  "smiles": "CC(C)C.CC",
  "homo_lumo_gap_ha": 0.449,
  "homo_ev": -11.1,
  "lumo_energy_ev": 1.135,
  "elements": ["C", "C", "C", "C", "H", "H", "H", "H", "H", "H", "H", "H", "H", "H", "C", "C", "H", "H", "H", "H", "H", "H"],
  "xyz": [[-0.731, -2.103, 0.386], [-1.837, -1.009, 0.483], [-1.124, 0.349, 0.669], [-2.590, -0.996, -0.840], [-0.593, -2.534, 1.383], [0.240, -1.594, 0.266], [-0.819, -2.803, -0.436], [-2.428, -1.226, 1.368], [-0.584, 0.473, -0.262], [-1.850, 1.154, 0.819], [-0.414, 0.296, 1.496], [-2.823, -2.003, -1.195], [-3.488, -0.366, -0.852], [-1.897, -0.610, -1.587], [2.967, 2.146, 0.247], [2.270, 1.086, -0.662], [4.041, 1.959, 0.272], [2.735, 3.141, -0.116], [2.530, 2.131, 1.241], [1.459, 0.601, -0.134], [2.970, 0.306, -0.976], [1.968, 1.601, -1.572]],
  "lowdin_charge": [-0.080, -0.464, -0.101, -0.101, 0.075, 0.060, 0.068, 0.117, 0.049, 0.080, 0.077, 0.071, 0.078, 0.075, -0.152, -0.152, 0.059, 0.053, 0.052, 0.013, 0.062, 0.061]
}

***

Run ii
{
  "formula": "C6H16",
  "method": "the ωB97M-V functional and the def2-TZVPD basis",
  "smiles": "CC(C)C.CC",
  "homo_lumo_gap_ha": 0.432,
  "homo_ev": -10.7,
  "lumo_energy_ev": 1.096,
  "elements": ["C", "C", "C", "C", "H", "H", "H", "H", "H", "H", "H", "H", "H", "H", "C", "C", "H", "H", "H", "H", "H", "H"],
  "xyz": [[-2.038, 0.287, 1.189], [-1.810, -0.233, -0.211], [-0.309, -0.233, -0.454], [-2.558, -1.539, -0.357], [-1.560, -0.444, 1.858], [-3.130, -0.057, 1.545], [-1.780, 1.318, 1.269], [-2.305, 0.494, -1.012], [0.332, 0.665, -0.330], [0.254, -1.021, 0.105], [-0.191, -0.310, -1.567], [-3.383, -1.552, 0.359], [-3.153, -1.411, -1.259], [-2.046, -2.514, -0.347], [2.774, 0.428, 0.554], [3.045, 1.188, -0.837], [3.561, 0.765, 1.232], [1.900, 0.763, 1.112], [2.883, -0.677, 0.490], [3.397, 0.378, -1.475], [2.362, 1.763, -1.312], [3.754, 1.942, -0.553]],
  "lowdin_charge": [-0.114, -0.520, -0.116, -0.103, 0.081, 0.108, 0.063, 0.160, 0.050, 0.089, 0.088, 0.057, 0.069, 0.086, -0.157, -0.123, 0.047, 0.042, 0.070, 0.066, 0.008, 0.049]
}

***

Run iii
{
  "formula": "C6H16",
  "method": "the ωB97M-V functional and the def2-TZVPD basis",
  "smiles": "CCC.CCC",
  "homo_lumo_gap_ha": 0.429,
  "homo_ev": -10.5,
  "lumo_energy_ev": 1.202,
  "elements": ["C", "C", "C", "H", "H", "H", "H", "H", "H", "H", "H", "C", "C", "C", "H", "H", "H", "H", "H", "H", "H", "H"],
  "xyz": [[2.216, -0.455, -0.419], [1.327, -1.371, 0.247], [0.475, -2.114, -0.951], [1.603, 0.380, -0.864], [3.148, -0.173, 0.197], [2.667, -0.964, -1.321], [1.916, -2.050, 0.929], [0.419, -0.894, 0.901], [1.246, -2.671, -1.536], [-0.308, -2.763, -0.492], [0.171, -1.351, -1.691], [-1.240, 1.133, -0.895], [-1.374, 2.009, 0.495], [-1.464, 1.032, 1.681], [-0.309, 0.484, -0.822], [-1.245, 1.804, -1.720], [-2.065, 0.503, -0.914], [-0.518, 2.620, 0.661], [-2.262, 2.606, 0.454], [-2.504, 0.705, 2.025], [-0.839, 0.158, 1.435], [-1.062, 1.370, 2.599]],
  "lowdin_charge": [-0.199, -0.338, -0.107, 0.073, 0.100, 0.084, 0.108, 0.102, 0.062, 0.071, 0.052, -0.065, -0.241, -0.133, 0.029, 0.049, 0.039, 0.076, 0.077, 0.095, 0.025, 0.042]
}

***

Run iv
{
  "formula": "C6H16",
  "method": "the ωB97M-V functional and the def2-TZVPD basis",
  "smiles": "CCC.CCC",
  "homo_lumo_gap_ha": 0.456,
  "homo_ev": -11.1,
  "lumo_energy_ev": 1.292,
  "elements": ["C", "C", "C", "H", "H", "H", "H", "H", "H", "H", "H", "C", "C", "C", "H", "H", "H", "H", "H", "H", "H", "H"],
  "xyz": [[-4.352, 1.889, -1.532], [-4.860, 2.380, -0.196], [-5.023, 3.929, -0.188], [-5.031, 2.122, -2.352], [-4.315, 0.799, -1.492], [-3.428, 2.426, -1.794], [-4.227, 2.071, 0.630], [-5.877, 2.048, 0.032], [-5.972, 4.220, 0.291], [-4.161, 4.367, 0.329], [-5.039, 4.324, -1.193], [3.815, -3.726, 0.962], [5.174, -3.044, 0.826], [5.286, -1.571, 0.352], [3.222, -3.427, 0.078], [3.313, -3.454, 1.875], [3.913, -4.800, 0.858], [5.835, -3.733, 0.272], [5.628, -3.021, 1.824], [6.123, -1.589, -0.337], [4.451, -1.384, -0.342], [5.524, -0.826, 1.093]],
  "lowdin_charge": [-0.139, -0.323, -0.123, 0.067, 0.067, 0.079, 0.093, 0.092, 0.067, 0.065, 0.054, -0.127, -0.326, -0.110, 0.071, 0.061, 0.061, 0.097, 0.089, 0.054, 0.070, 0.059]
}

***

Verdict on stability: run i comes out on top.

***

Run i
{
  "formula": "C6H16",
  "method": "the ωB97M-V functional and the def2-TZVPD basis",
  "smiles": "CC(C)C.CC",
  "homo_lumo_gap_ha": 0.419,
  "homo_ev": -10.4,
  "lumo_energy_ev": 1.031,
  "elements": ["C", "C", "C", "C", "H", "H", "H", "H", "H", "H", "H", "H", "H", "H", "C", "C", "H", "H", "H", "H", "H", "H"],
  "xyz": [[1.792, 1.220, 0.767], [1.013, 0.865, -0.420], [1.658, 1.218, -1.748], [0.903, -0.684, -0.580], [2.897, 1.170, 0.710], [1.660, 0.494, 1.590], [1.441, 2.213, 1.333], [-0.076, 1.304, -0.368], [0.802, 1.605, -2.320], [2.559, 1.951, -1.643], [2.066, 0.529, -2.245], [0.344, -1.007, 0.303], [0.204, -1.177, -1.321], [1.923, -1.149, -0.711], [-2.749, -0.794, 0.351], [-2.429, -1.613, 1.531], [-2.305, 0.253, 0.235], [-2.153, -1.240, -0.639], [-3.797, -0.852, 0.066], [-1.306, -1.414, 1.910], [-3.018, -1.221, 2.373], [-2.374, -2.732, 1.313]],
  "lowdin_charge": [-0.132, -0.497, -0.095, -0.109, 0.083, 0.066, 0.123, 0.150, 0.088, 0.118, -0.026, 0.036, 0.084, 0.101, -0.234, -0.223, 0.071, 0.104, 0.051, 0.092, 0.061, 0.088]
}

***

Run ii
{
  "formula": "C6H16",
  "method": "the ωB97M-V functional and the def2-TZVPD basis",
  "smiles": "CC(C)C.CC",
  "homo_lumo_gap_ha": 0.439,
  "homo_ev": -10.8,
  "lumo_energy_ev": 1.091,
  "elements": ["C", "C", "C", "C", "H", "H", "H", "H", "H", "H", "H", "H", "H", "H", "C", "C", "H", "H", "H", "H", "H", "H"],
  "xyz": [[-0.542, 1.797, 2.243], [-0.083, 0.716, 1.252], [0.507, 1.274, -0.061], [0.804, -0.356, 1.818], [0.251, 2.215, 2.918], [-1.074, 1.216, 3.021], [-1.204, 2.463, 1.820], [-1.047, 0.235, 0.966], [-0.285, 1.300, -0.867], [0.894, 2.256, 0.095], [1.289, 0.735, -0.406], [0.222, -1.068, 2.359], [1.370, -0.839, 1.183], [1.557, 0.098, 2.549], [-0.109, -1.293, -2.994], [-0.576, -1.785, -1.654], [0.514, -0.327, -3.029], [0.586, -1.935, -3.505], [-1.049, -0.898, -3.544], [-0.209, -2.846, -1.562], [-0.129, -1.179, -0.792], [-1.688, -1.779, -1.811]],
  "lowdin_charge": [-0.083, -0.482, -0.082, -0.086, 0.092, 0.079, 0.043, 0.123, 0.098, 0.064, 0.022, 0.074, 0.005, 0.113, -0.216, -0.180, 0.072, 0.045, 0.089, 0.076, 0.056, 0.077]
}

***

Verdict on stability: run ii comes out on top.

***

Run i
{
  "formula": "C4H7IN2",
  "method": "the ωB97M-V functional and the def2-TZVPD basis",
  "homo_lumo_gap_ha": 0.361,
  "homo_ev": -9.4,
  "lumo_energy_ev": 0.433,
  "elements": ["C", "C", "C", "C", "N", "N", "I", "H", "H", "H", "H", "H", "H", "H"],
  "xyz": [[1.515, -1.165, -1.580], [-1.748, 0.811, -1.074], [2.351, -2.424, 0.430], [-1.504, 2.493, 0.640], [2.103, -1.642, -0.703], [-1.499, 1.975, -0.711], [-2.447, -0.873, 0.056], [-1.565, 0.606, -2.115], [3.162, -1.812, 0.965], [2.753, -3.475, 0.137], [1.466, -2.440, 1.074], [-0.916, 1.818, 1.374], [-2.576, 2.484, 0.914], [-1.095, 3.645, 0.593]],
  "lowdin_charge": [0.008, -0.683, -0.136, -0.175, -0.150, -0.128, 0.649, 0.035, 0.105, 0.120, 0.080, 0.088, 0.067, 0.121]
}

***

Run ii
{
  "formula": "C4H7IN2",
  "method": "the ωB97M-V functional and the def2-TZVPD basis",
  "homo_lumo_gap_ha": [0.300, 0.305],
  "homo_ev": [-8.6, -8.6],
  "lumo_energy_ev": [-0.400, -0.363],
  "elements": ["C", "C", "C", "C", "N", "N", "I", "H", "H", "H", "H", "H", "H", "H"],
  "xyz": [[-1.977, -2.485, -0.609], [-1.825, -1.157, -0.473], [-0.615, -0.392, -0.553], [1.781, 2.253, 0.978], [-0.441, 0.615, 0.075], [1.375, 1.453, -0.158], [2.667, -0.088, -0.333], [-2.870, -2.969, -0.497], [-1.126, -3.134, -1.027], [-2.725, -0.680, 0.056], [0.047, -0.820, -1.407], [1.922, 1.679, 1.958], [2.746, 2.682, 0.824], [1.041, 3.043, 1.167]],
  "lowdin_charge": [0.026, -0.186, -0.402, -0.350, 0.142, -0.571, 0.806, 0.019, 0.094, 0.130, 0.106, 0.072, 0.041, 0.073]
}

***

Run iii
{
  "formula": "C4H7IN2",
  "method": "the ωB97M-V functional and the def2-TZVPD basis",
  "smiles": "[H]/N=C(\\I)[C@H](C)/C=N/[H]",
  "homo_lumo_gap_ha": 0.363,
  "homo_ev": -9.5,
  "lumo_energy_ev": 0.410,
  "elements": ["H", "N", "C", "I", "C", "C", "C", "N", "H", "H", "H", "H", "H", "H"],
  "xyz": [[-1.647, -2.529, 1.129], [-0.946, -1.896, 0.755], [-1.126, -0.863, 0.130], [-3.078, 0.153, -0.154], [0.119, -0.053, -0.516], [1.357, -0.707, -0.047], [0.149, 1.583, -0.330], [0.160, 2.001, 0.828], [-0.100, 3.002, 0.899], [-0.053, -0.229, -1.596], [2.106, -0.583, -0.809], [1.676, -0.230, 0.916], [1.161, -1.865, 0.023], [0.224, 2.216, -1.227]],
  "lowdin_charge": [0.079, 0.081, -0.730, 0.644, -0.370, -0.129, -0.239, 0.096, 0.075, 0.117, 0.064, 0.095, 0.108, 0.110]
}

***

Verdict on stability: run iii comes out on top.

***

Run i
{
  "formula": "C2H5OS",
  "method": "the ωB97M-V functional and the def2-TZVPD basis",
  "total_charge": -1,
  "homo_lumo_gap_ha": 0.261,
  "homo_ev": -2.9,
  "lumo_energy_ev": 4.161,
  "elements": ["S", "H", "C", "C", "O", "H", "H", "H", "H"],
  "xyz": [[-1.607, 0.731, -1.752], [-2.443, -0.021, -2.503], [1.062, -0.390, -0.055], [0.657, -0.106, 1.181], [-0.491, 0.579, 1.476], [2.064, -0.804, -0.030], [0.528, -0.213, -0.983], [1.144, -0.535, 2.048], [-0.914, 0.758, 0.618]],
  "lowdin_charge": [-0.126, -0.443, -0.060, -0.314, -0.070, 0.027, -0.068, 0.088, -0.032]
}

***

Run ii
{
  "formula": "C2H5OS",
  "method": "the ωB97M-V functional and the def2-TZVPD basis",
  "total_charge": -1,
  "homo_lumo_gap_ha": 0.264,
  "homo_ev": -3.0,
  "lumo_energy_ev": 4.175,
  "elements": ["S", "H", "C", "C", "O", "H", "H", "H", "H"],
  "xyz": [[-0.596, 1.782, 0.900], [0.238, 1.490, 1.886], [1.521, -1.469, -0.337], [0.271, -1.745, -0.721], [-0.548, -0.716, -1.094], [2.254, -2.253, -0.186], [1.693, -0.410, -0.167], [-0.313, -2.628, -0.510], [-0.692, 0.022, -0.438]],
  "lowdin_charge": [-0.143, -0.458, -0.015, -0.316, -0.144, 0.028, 0.045, 0.089, -0.086]
}

***

Verdict on stability: run i comes out on top.